ORCA calculation (ωB97M-V/def2-TZVPD) on a structure of composition C37H20AlF15GeN4O6S3 at a distorted geometry.

Structure (XYZ):
```
87
Properties=species:S:1:pos:R:3:forces:R:3:mulliken_charge:R:1
Al 0.04986 1.42747 -0.00504 0.37 -0.65 0.73 0.102
O 4.68044 5.40419 -1.59189 0.30 -0.06 0.00 -0.563
C 4.07152 4.55186 -1.00638 -0.07 0.09 -0.17 0.252
C 3.67486 4.51041 0.45442 0.11 -0.28 0.00 0.132
O 4.37748 4.67981 1.43158 -0.14 0.21 0.10 -0.658
C 2.30360 3.94391 0.42719 -0.62 -0.06 0.15 1.143
C 2.22216 3.14971 -0.72999 0.05 -0.06 0.15 0.181
O 1.26632 2.23834 -0.91266 0.15 0.54 -0.39 -0.203
C 3.39076 3.30505 -1.57623 -0.16 -0.07 0.17 0.136
O 3.80413 2.60175 -2.47265 -0.07 0.05 -0.28 -0.677
O 1.45685 3.99192 1.36091 -0.26 0.36 -0.54 -0.648
F 0.02149 -2.84628 -2.79359 -0.10 -0.12 -0.17 -0.467
C -0.48165 -3.73879 -1.93270 0.02 0.02 0.26 0.436
C 0.06324 -3.81804 -0.66139 0.20 0.40 0.00 -0.557
C -0.53450 -4.70272 0.21921 0.03 0.17 -0.11 0.720
F -0.11013 -4.79100 1.48543 -0.09 -0.13 0.03 -0.311
C -1.60741 -5.50016 -0.14689 0.06 0.05 -0.02 0.187
F -2.16802 -6.33136 0.73076 -0.04 -0.04 0.00 -0.319
C -2.11002 -5.41045 -1.43321 0.08 0.10 0.10 0.623
F -3.15513 -6.14957 -1.79204 -0.07 -0.05 -0.04 -0.327
C -1.54837 -4.52013 -2.33402 0.05 0.05 -0.03 0.083
F -2.06395 -4.40573 -3.56075 -0.04 0.01 -0.04 -0.382
Ge 1.60766 -2.60382 -0.24417 0.25 -0.77 0.13 1.002
S 1.36074 -0.52247 -0.73163 0.41 -0.04 -0.08 -0.440
C 2.31799 -3.29983 1.50078 -0.23 0.29 -0.27 -0.160
C 2.40385 -2.56769 2.66637 -0.01 -0.12 -0.19 -0.267
F 1.98309 -1.29872 2.66990 0.04 -0.07 0.22 0.131
C 2.90407 -3.10375 3.84103 -0.01 0.07 -0.01 -0.177
F 2.95822 -2.37143 4.95457 0.03 -0.01 0.03 -0.302
C 3.34918 -4.41460 3.85141 -0.07 0.05 -0.08 0.678
F 3.82882 -4.94615 4.97001 0.03 -0.02 0.04 -0.304
C 3.28562 -5.17498 2.69386 0.04 -0.02 -0.07 0.202
F 3.71131 -6.43775 2.70399 0.00 -0.02 0.02 -0.308
C 2.77519 -4.60581 1.54266 -0.07 0.22 0.03 0.586
F 2.69148 -5.36094 0.43645 0.01 -0.18 0.10 -0.387
C 3.17337 -3.13119 -1.36086 -0.14 0.21 0.06 -0.524
C 3.22260 -4.05685 -2.38451 0.03 0.18 0.21 0.622
F 2.11583 -4.73292 -2.72258 0.06 -0.13 -0.13 -0.251
C 4.39741 -4.33530 -3.06262 -0.06 -0.05 -0.03 0.063
F 4.42428 -5.25342 -4.02929 0.00 -0.01 -0.04 -0.305
C 5.56059 -3.66299 -2.72462 -0.12 0.05 0.08 0.695
F 6.69214 -3.93160 -3.36474 0.05 0.00 -0.05 -0.299
C 5.54487 -2.72164 -1.70734 -0.03 -0.02 0.04 -0.117
F 6.66025 -2.07795 -1.37181 0.05 -0.02 0.00 -0.295
C 4.35816 -2.48730 -1.04046 -0.24 -0.09 0.02 0.300
F 4.35846 -1.62158 -0.00928 0.22 0.05 -0.10 -0.235
N -4.83580 -2.27538 -0.44594 0.02 0.04 0.00 -0.451
C -3.76921 -1.45024 -0.38782 0.22 0.15 0.02 1.065
C -2.89231 -1.29788 -1.47535 -0.17 -0.01 -0.02 -1.069
C -1.82177 -0.44934 -1.36831 0.08 -0.02 0.00 -0.860
N -1.55527 0.25128 -0.25557 -0.04 0.07 0.09 1.397
C -2.39611 0.12740 0.78321 -0.02 -0.08 -0.10 -0.778
C -3.49296 -0.69375 0.76495 -0.06 -0.07 -0.02 -1.217
H -5.00241 -2.84300 -1.25624 -0.04 -0.04 0.02 0.201
H -5.42875 -2.38834 0.35502 -0.04 -0.09 -0.04 0.184
H -3.06314 -1.83856 -2.39680 0.04 0.01 -0.04 0.507
H -1.12466 -0.31761 -2.18526 0.00 -0.11 -0.01 0.753
H -2.15226 0.71388 1.65922 -0.10 0.00 0.04 0.478
H -4.13712 -0.76047 1.63118 0.04 0.00 0.04 0.413
C -6.98684 5.46013 -1.61434 0.09 -0.02 -0.02 -1.406
C -5.58774 5.14605 -1.16132 -0.04 0.01 0.00 0.948
C -4.72563 6.15390 -0.73949 0.00 -0.04 0.02 -0.887
C -3.44009 5.85605 -0.31924 0.16 0.03 0.05 -0.827
C -3.00959 4.53790 -0.29928 0.35 0.49 -0.30 0.561
C -3.84427 3.52426 -0.73673 0.25 -0.30 0.07 -0.408
C -5.12539 3.83206 -1.16591 0.04 0.14 0.06 -0.690
S -1.30439 4.25006 0.24674 -0.91 -0.68 0.37 0.003
C -1.69176 4.43838 2.00168 0.32 0.03 -0.10 -0.909
O -1.25721 2.71362 0.08247 -0.15 0.65 0.00 0.503
H -7.23160 6.50553 -1.43583 -0.03 -0.01 -0.01 0.353
H -7.70788 4.83789 -1.08340 -0.03 0.03 -0.02 0.348
H -7.09552 5.26021 -2.68158 -0.04 0.01 0.00 0.321
H -5.05871 7.18379 -0.75047 -0.01 0.01 0.02 0.333
H -2.76491 6.64556 -0.00736 -0.06 0.07 -0.04 0.437
H -3.48387 2.50332 -0.74127 -0.02 0.00 -0.03 0.433
H -5.77829 3.04294 -1.51947 0.03 -0.03 0.04 0.427
H -2.66182 3.99112 2.19887 0.00 -0.06 -0.06 0.411
H -1.70077 5.50154 2.23267 0.01 0.05 -0.02 0.458
H -0.89877 3.93850 2.54881 0.19 0.01 -0.03 0.204
N 2.46294 2.56746 3.36333 0.16 -0.49 0.41 -0.237
C 2.09141 1.74165 2.39027 0.39 0.10 0.17 0.551
N 2.99197 1.25338 1.56251 0.00 -0.04 -0.07 0.138
S 0.44006 1.24971 2.32572 -0.60 -0.13 -0.10 -0.718
H 3.34722 3.05508 3.31714 -0.03 0.03 -0.15 0.273
H 1.73281 3.00992 3.89212 0.01 0.09 -0.14 0.241
H 3.95557 1.54745 1.61312 -0.02 0.08 -0.04 0.301
H 2.71614 0.60500 0.82076 0.01 0.03 0.10 -0.579
```
Positions in Å, forces in eV/Å.

20
Properties=species:S:1:pos:R:3:forces:R:3:mulliken_charge:R:1 method="wB97M-V/def2-TZVPD" de_lowest_ev=6.0465
C -0.57021 -0.38856 1.40904 1.25 -1.83 4.15 -1.363
C -0.96214 -0.08055 -0.02674 -0.07 1.81 0.65 1.413
C -1.50772 -1.35282 -0.76918 -0.94 1.53 -0.57 -1.389
C 0.05878 0.83705 -0.78097 -3.00 -0.41 2.27 -0.482
C 0.80485 1.78326 0.15753 -0.65 2.65 0.57 -0.481
C 1.94058 -0.47844 0.00589 4.00 0.53 -1.01 0.103
H -0.07155 -1.45967 1.33274 -1.37 2.12 1.05 0.387
H 0.40463 0.32678 2.15524 -3.29 -2.31 -2.66 0.196
H -1.63338 -0.32115 2.12433 3.41 -0.43 -2.15 0.246
H -2.15750 -1.83137 0.02075 0.69 -0.05 -1.33 0.387
H -0.68648 -1.91828 -1.17070 0.29 -0.77 0.47 0.328
H -2.11553 -1.10888 -1.77506 0.93 -0.07 2.37 0.409
H -2.67337 0.45307 -0.65588 1.77 2.40 3.81 0.434
H -0.35398 1.11547 -1.72808 0.29 0.51 -0.61 0.385
H 0.64630 1.77603 1.29746 0.21 -0.46 -2.28 0.021
H 1.01012 2.87271 -0.14014 0.04 -1.95 -0.14 0.246
H 3.07607 -0.25278 0.06181 -1.30 -0.22 0.91 0.305
N 1.40296 0.69583 -0.57036 1.84 -1.94 0.24 -0.125
O -2.06692 0.82232 0.21480 -3.31 -2.05 -5.18 -0.563
O 1.58555 -1.62762 0.09729 -0.79 0.94 -0.55 -0.457

17
Properties=species:S:1:pos:R:3:forces:R:3:mulliken_charge:R:1 method="wB97M-V/def2-TZVPD" de_lowest_ev=4.1794
C -2.19475 -0.91614 -0.13117 -3.00 2.71 2.19 -0.872
C -1.39529 0.41344 0.24277 1.12 0.01 -6.45 -1.083
C 0.20868 0.47718 0.09315 -4.62 -2.85 -0.08 1.190
C 0.92063 -0.46395 1.13028 2.17 0.97 -2.09 -0.672
C 0.90685 -0.26733 -1.11308 -3.55 -0.76 2.46 -0.816
H -2.22007 -1.57516 0.88187 -0.36 1.21 -2.86 0.225
H -3.41506 -0.55955 -0.63954 3.64 -1.22 2.22 0.247
H -1.78871 -1.36592 -0.97874 0.93 -1.21 -0.97 0.310
H -1.80303 0.91316 1.00968 -0.77 1.04 3.96 0.590
H -1.55436 1.37317 -0.48332 -0.52 -2.72 0.52 0.319
H 1.71617 0.10502 1.55953 0.38 0.38 1.22 0.320
H 0.42081 -1.14688 1.85754 -0.03 0.80 -0.82 0.243
H 2.59438 -1.28694 -0.29334 -3.36 0.53 1.57 0.261
H 0.15180 -0.67487 -1.88728 1.38 0.08 1.18 0.174
H 1.54612 0.40535 -1.55302 1.62 1.49 -1.26 0.355
N 1.50588 -1.11624 -0.07840 2.95 -2.54 -1.88 -0.448
F 0.34823 1.79635 -0.02848 2.02 2.10 1.10 -0.343

18
Properties=species:S:1:pos:R:3:forces:R:3:mulliken_charge:R:1 method="wB97M-V/def2-TZVPD" total_charge=-1 de_lowest_ev=2.5299
C -0.95071 -0.86219 -0.27038 -0.43 0.36 -0.58 -0.259
O -1.49430 -0.06688 0.68797 0.91 0.02 0.47 -0.887
C 0.56541 -0.99876 -0.37550 1.90 0.18 1.78 -0.478
C 1.39937 0.25704 -0.72762 -2.04 0.52 -1.65 -0.750
S 3.13432 0.42858 -0.47766 0.52 -3.10 3.38 -0.242
H -1.27589 -0.51468 -1.28234 -0.04 -0.28 -0.09 0.181
H -1.25479 -1.92987 -0.21007 -0.29 0.03 0.06 0.144
H 1.00522 -1.23612 0.63732 -0.61 -0.26 -0.50 0.241
H 0.76997 -1.85576 -1.00753 0.34 -0.06 -0.35 0.320
H 0.84624 1.09514 -0.30745 0.19 0.12 0.31 0.442
H 1.34220 0.42730 -1.81990 -0.15 -0.13 0.13 0.328
H 3.15501 -0.90039 1.02248 0.05 2.59 -2.78 0.075
H -2.85887 1.42888 -1.23285 -0.15 0.06 -0.01 0.241
H -2.67421 0.64250 0.08415 -0.25 -0.03 -0.31 0.462
O -3.40411 1.06144 -0.53023 0.24 0.05 0.14 -0.766
H 1.34600 0.97105 1.80575 0.08 -0.06 -0.06 0.288
H -0.18938 0.79650 1.76784 -0.38 -0.24 -0.32 0.355
O 0.53851 1.25621 2.23603 0.09 0.23 0.37 -0.696

Values of HOMO level, in order: -7.18; -9.71; -8.76; -4.15, all in eV.
Values of electronic energy, in order: -193322.00527; -11980.22180; -9550.43870; -20265.67044, all in eV.